a.
{
  "formula": "C6H15NO2",
  "method": "ωB97M-V with the def2-TZVPD basis set",
  "species": ["C", "C", "C", "C", "C", "C", "N", "H", "H", "H", "H", "H", "H", "H", "H", "H", "H", "H", "O", "H", "H", "O", "H", "H"],
  "positions_angstrom": [[-0.549, -1.744, -0.492], [0.717, -1.298, -0.727], [1.283, 0.041, -0.543], [2.258, 0.342, 0.267], [0.822, 1.137, -1.469], [-0.906, 1.044, -1.569], [-1.403, 1.864, -0.458], [-0.739, -2.782, -0.598], [-1.441, -1.205, -0.421], [1.448, -2.124, -0.914], [2.650, 1.410, 0.216], [2.889, -0.237, 1.009], [1.201, 2.040, -1.232], [1.043, 0.759, -2.437], [-1.385, 1.622, -2.413], [-1.169, 0.040, -1.740], [-1.025, 1.452, 0.367], [-2.284, 2.065, -0.495], [-0.277, 0.659, 2.572], [-0.393, 0.988, 1.652], [-0.842, 1.266, 3.052], [-0.938, -2.609, 1.924], [-0.965, -1.928, 2.603], [0.007, -2.801, 1.849]],
  "smiles": "C=CC(=C)CCN.O.O",
  "homo_lumo_gap_ev": 9.67
}

---

b.
{
  "formula": "C6H15NO2",
  "method": "ωB97M-V with the def2-TZVPD basis set",
  "species": ["C", "C", "C", "C", "O", "H", "H", "H", "H", "H", "H", "H", "H", "H", "H", "C", "C", "N", "O", "H", "H", "H", "H", "H"],
  "positions_angstrom": [[0.709, 0.731, 0.240], [-0.708, 1.021, -0.010], [1.366, 1.123, 1.544], [-1.639, 1.120, 1.184], [1.531, 0.999, -0.901], [1.634, 1.955, -0.994], [0.685, -0.507, 0.240], [-0.869, 1.804, -0.755], [-1.037, 0.019, -0.601], [1.456, 2.212, 1.632], [2.368, 0.694, 1.596], [0.793, 0.763, 2.397], [-1.421, 2.002, 1.789], [-2.677, 1.180, 0.856], [-1.546, 0.242, 1.824], [0.472, -2.084, 0.113], [-0.891, -1.404, -1.400], [-0.190, -0.963, -2.467], [-1.887, -2.076, -1.432], [-0.486, -1.228, -3.396], [0.616, -0.369, -2.328], [-0.352, -2.288, 0.790], [1.431, -2.017, 0.630], [0.643, -2.929, -0.551]],
  "homo_lumo_gap_ev": 8.49
}

---

c.
{
  "formula": "C6H15NO2",
  "method": "ωB97M-V with the def2-TZVPD basis set",
  "species": ["C", "C", "C", "O", "N", "C", "C", "C", "H", "H", "H", "H", "H", "H", "H", "H", "H", "H", "H", "H", "H", "O", "H", "H"],
  "positions_angstrom": [[-0.269, -2.803, 0.028], [-0.446, -1.550, -0.870], [0.446, -0.442, -0.251], [1.637, -0.605, -0.312], [-0.066, 0.600, 0.413], [0.770, 1.745, 0.732], [-1.501, 0.767, 0.803], [-2.299, 1.502, -0.241], [-0.730, -2.562, 1.000], [0.717, -3.263, 0.211], [-0.908, -3.536, -0.493], [-1.485, -1.180, -0.963], [-0.018, -1.612, -1.889], [0.597, 2.515, -0.038], [1.846, 1.504, 0.753], [0.483, 2.158, 1.714], [-1.979, -0.210, 1.012], [-1.467, 1.335, 1.753], [-2.513, 0.760, -1.028], [-1.771, 2.357, -0.696], [-3.256, 1.861, 0.174], [4.216, 0.510, -0.840], [3.298, 0.156, -0.813], [4.702, -0.007, -0.159]],
  "smiles": "CCC(=O)N(C)CC.O",
  "homo_lumo_gap_ev": 10.25
}

---

Result of the stability comparison: b is the least stable of them.

---

a.
{
  "formula": "C6H15NO2",
  "method": "ωB97M-V with the def2-TZVPD basis set",
  "species": ["C", "N", "C", "C", "O", "H", "H", "H", "H", "H", "H", "H", "C", "C", "C", "O", "H", "H", "H", "H", "H", "H", "H", "H"],
  "positions_angstrom": [[1.608, -1.223, 2.249], [1.450, 0.218, 2.267], [0.214, 0.785, 2.356], [0.200, 2.299, 2.364], [-0.803, 0.101, 2.423], [2.681, -1.466, 2.173], [1.085, -1.667, 1.385], [1.209, -1.676, 3.172], [2.273, 0.822, 2.213], [0.641, 2.704, 1.438], [-0.844, 2.647, 2.438], [0.765, 2.695, 3.225], [0.305, 0.120, -2.778], [-1.173, 0.116, -2.396], [-1.745, -1.290, -2.287], [-1.101, -2.078, -1.283], [0.441, -0.353, -3.765], [0.892, -0.444, -2.033], [0.695, 1.151, -2.825], [-1.314, 0.632, -1.427], [-1.763, 0.664, -3.157], [-2.836, -1.250, -2.107], [-1.580, -1.841, -3.233], [-1.300, -1.669, -0.415]],
  "smiles": "CNC(C)=O.CCCO",
  "homo_lumo_gap_ev": 10.54
}

---

b.
{
  "formula": "C6H15NO2",
  "method": "ωB97M-V with the def2-TZVPD basis set",
  "species": ["C", "C", "C", "O", "N", "C", "C", "C", "H", "H", "H", "H", "H", "H", "H", "H", "H", "H", "H", "H", "H", "O", "H", "H"],
  "positions_angstrom": [[0.000, 0.000, 0.000], [-1.246, 0.393, -0.783], [-1.243, 1.834, -1.356], [-0.233, 2.474, -1.200], [-2.236, 2.375, -2.083], [-2.637, 3.792, -2.041], [-3.128, 1.543, -2.933], [-2.714, 1.477, -4.428], [-0.111, -1.028, 0.383], [0.164, 0.678, 0.854], [0.887, 0.038, -0.655], [-2.113, 0.236, -0.113], [-1.354, -0.301, -1.640], [-2.185, 4.233, -1.136], [-3.733, 3.903, -1.976], [-2.279, 4.352, -2.922], [-3.187, 0.544, -2.461], [-4.153, 1.959, -2.969], [-1.636, 1.315, -4.596], [-3.015, 2.403, -4.947], [-3.269, 0.631, -4.867], [-4.112, -0.828, 0.856], [-3.964, 0.103, 0.572], [-5.089, -0.906, 0.947]],
  "smiles": "CCC(=O)N(C)CC.O",
  "homo_lumo_gap_ev": 9.53
}

---

c.
{
  "formula": "C6H15NO2",
  "method": "ωB97M-V with the def2-TZVPD basis set",
  "species": ["C", "N", "C", "C", "O", "H", "H", "H", "H", "H", "H", "H", "C", "C", "O", "C", "H", "H", "H", "H", "H", "H", "H", "H"],
  "positions_angstrom": [[1.040, 2.733, 1.221], [0.778, 1.593, 0.375], [1.172, 1.567, -0.818], [0.900, 0.398, -1.713], [1.885, 2.594, -1.384], [0.168, 3.391, 1.222], [1.202, 2.369, 2.236], [1.918, 3.317, 0.930], [0.289, 0.714, -2.561], [0.380, -0.389, -1.175], [1.839, 0.003, -2.104], [2.182, 2.344, -2.266], [0.034, -1.987, 1.815], [-1.042, -1.217, 1.136], [-0.991, -1.897, -0.286], [-2.183, -1.844, -1.024], [0.067, -2.788, 0.965], [0.991, -1.475, 1.812], [-0.254, -2.365, 2.792], [-2.042, -1.424, 1.531], [-0.828, -0.156, 0.981], [-3.018, -2.304, -0.468], [-2.463, -0.805, -1.254], [-2.024, -2.374, -1.962]],
  "smiles": "C/N=C(/C)O.CCOC",
  "homo_lumo_gap_ev": 10.24
}

---

Result of the stability comparison: c is the least stable of them.

---

a.
{
  "formula": "C7H14NO",
  "method": "ωB97M-V with the def2-TZVPD basis set",
  "species": ["C", "C", "C", "C", "C", "C", "C", "N", "O", "H", "H", "H", "H", "H", "H", "H", "H", "H", "H", "H", "H", "H", "H"],
  "positions_angstrom": [[-2.473, -0.657, -0.458], [-1.373, -0.155, -0.424], [0.983, 0.143, -2.244], [0.956, -1.921, -0.832], [-0.326, 0.102, 1.985], [1.060, -0.394, -0.817], [-0.032, 0.272, -0.057], [-0.383, 1.429, 2.529], [0.082, 1.679, 0.085], [-3.458, -0.961, -0.671], [1.758, -0.283, -3.038], [-0.065, -0.084, -2.608], [1.023, 1.281, -2.352], [-0.124, -2.223, -0.891], [1.702, -2.253, -1.532], [1.240, -2.291, 0.155], [0.683, -0.421, 2.348], [-1.145, -0.475, 2.063], [2.015, -0.154, -0.411], [-0.263, 1.919, 1.530], [0.252, 1.726, 3.355], [-1.375, 1.697, 2.661], [-0.736, 2.023, -0.376]],
  "total_charge": 1,
  "homo_lumo_gap_ev": 9.96
}

---

b.
{
  "formula": "C7H14NO",
  "method": "ωB97M-V with the def2-TZVPD basis set",
  "species": ["C", "C", "C", "C", "O", "N", "C", "C", "C", "H", "H", "H", "H", "H", "H", "H", "H", "H", "H", "H", "H", "H", "H"],
  "positions_angstrom": [[-1.129, 0.364, -2.556], [-0.452, -0.288, -1.609], [0.748, -1.112, -1.913], [-1.081, -0.382, -0.127], [-2.167, -0.607, 0.250], [-0.026, 0.245, 0.987], [-0.791, 0.342, 2.243], [0.968, -0.847, 1.262], [0.557, 1.540, 0.558], [-0.564, 0.425, -3.465], [-1.825, 1.129, -2.382], [0.278, -1.977, -2.338], [1.368, -1.451, -1.071], [1.396, -0.677, -2.681], [-0.248, 0.834, 3.069], [-1.681, 1.009, 2.020], [-1.131, -0.641, 2.546], [0.366, -1.810, 1.145], [1.823, -1.000, 0.620], [1.271, -0.735, 2.241], [1.591, 1.210, 0.217], [0.111, 2.075, -0.335], [0.618, 2.353, 1.321]],
  "total_charge": 1,
  "smiles": "C=C(C)C(=O)[N+](C)(C)C",
  "homo_lumo_gap_ev": 10.37
}

---

Result of the stability comparison: a is the least stable of them.

---

a.
{
  "formula": "C7H14NO",
  "method": "ωB97M-V with the def2-TZVPD basis set",
  "species": ["C", "C", "C", "C", "C", "C", "C", "N", "O", "H", "H", "H", "H", "H", "H", "H", "H", "H", "H", "H", "H", "H", "H"],
  "positions_angstrom": [[-3.214, -0.360, 0.013], [0.075, 1.890, 1.078], [0.808, 2.257, -0.204], [0.277, 0.895, -0.043], [-3.745, -1.491, -0.309], [0.824, -1.372, 0.835], [1.966, -0.643, -1.183], [1.352, -0.128, 0.108], [-2.691, 0.638, 0.256], [0.683, 1.531, 1.850], [-0.993, 2.150, 1.316], [0.338, 2.889, -1.035], [1.961, 2.261, -0.218], [-4.031, -2.245, 0.463], [-0.418, 0.428, -0.714], [-3.733, -1.722, -1.345], [0.014, -1.843, 0.210], [1.773, -2.088, 0.851], [0.515, -0.909, 1.825], [2.086, 0.127, -2.022], [2.877, -1.164, -0.906], [1.133, -1.193, -1.546], [2.144, 0.090, 0.720]],
  "total_charge": 1,
  "homo_lumo_gap_ev": 9.45
}

---

b.
{
  "formula": "C7H14NO",
  "method": "ωB97M-V with the def2-TZVPD basis set",
  "species": ["C", "C", "C", "C", "C", "C", "C", "N", "O", "H", "H", "H", "H", "H", "H", "H", "H", "H", "H", "H", "H", "H", "H"],
  "positions_angstrom": [[0.728, 1.401, 1.320], [2.307, 1.373, -0.494], [-2.282, 0.042, -0.246], [-0.873, -0.610, -2.215], [1.479, -0.933, 1.814], [0.132, -0.442, -0.065], [-0.850, 0.225, -0.864], [0.602, -0.033, 1.113], [1.929, 1.789, 0.594], [-0.138, 2.038, 1.159], [1.056, 1.534, 2.330], [1.724, 0.495, -0.902], [-3.118, 0.000, -1.002], [-2.350, 0.742, 0.674], [-2.188, -1.028, 0.038], [-1.510, -1.511, -2.040], [0.083, -0.995, -2.668], [-1.278, -0.133, -3.055], [0.990, -1.974, 1.704], [1.578, -0.645, 2.865], [2.429, -1.061, 1.350], [0.208, -1.558, -0.318], [-0.657, 1.284, -1.091]],
  "total_charge": 1,
  "homo_lumo_gap_ev": [8.07, 8.07]
}

---

Result of the stability comparison: b is the least stable of them.

---

a.
{
  "formula": "C2H8NO",
  "method": "ωB97M-V with the def2-TZVPD basis set",
  "species": ["N", "H", "H", "H", "H", "C", "C", "O", "H", "H", "H", "H"],
  "positions_angstrom": [[-2.064, 0.245, 0.619], [-1.419, 0.128, -0.214], [-1.896, 1.144, 1.105], [-1.856, -0.541, 1.277], [-3.061, 0.151, 0.343], [1.581, -0.614, 0.638], [1.350, 0.182, -0.394], [0.071, 0.094, -0.977], [2.452, -0.486, 1.259], [0.817, -1.322, 0.899], [1.990, 0.952, -0.799], [0.172, -0.074, -1.923]],
  "spin_multiplicity": 2,
  "homo_lumo_gap_ev": [4.27, 10.84]
}

---

b.
{
  "formula": "C2H8NO",
  "method": "ωB97M-V with the def2-TZVPD basis set",
  "species": ["C", "C", "N", "H", "H", "H", "H", "H", "H", "H", "H", "O"],
  "positions_angstrom": [[-1.481, 0.717, -0.587], [-0.069, 1.543, -2.318], [-0.301, 1.375, -1.050], [-1.810, 1.162, 0.357], [-2.135, 0.995, -1.478], [-1.313, -0.376, -0.636], [-0.986, 1.575, -2.886], [1.008, 1.664, -2.682], [0.546, 1.249, -0.533], [2.707, -3.802, 3.637], [1.606, -3.089, 4.427], [2.229, -3.013, 3.748]],
  "spin_multiplicity": 2,
  "homo_lumo_gap_ev": [6.56, 11.42]
}

---

Result of the stability comparison: a is the least stable of them.

---

a.
{
  "formula": "C5H12NSe",
  "method": "ωB97M-V with the def2-TZVPD basis set",
  "species": ["C", "C", "C", "C", "C", "N", "Se", "H", "H", "H", "H", "H", "H", "H", "H", "H", "H", "H", "H"],
  "positions_angstrom": [[2.088, -0.060, 0.164], [1.341, -1.097, 0.899], [1.347, 1.344, 0.378], [-0.518, 0.204, -0.501], [-3.046, -1.344, -0.374], [0.123, 1.520, -0.459], [-2.275, 0.318, 0.320], [3.054, 0.031, 0.540], [2.219, -0.319, -0.986], [1.361, -2.124, 0.435], [1.112, -0.930, 1.940], [1.056, 1.350, 1.430], [2.076, 2.217, 0.135], [-0.519, -0.311, -1.477], [-2.689, -1.365, -1.372], [-2.705, -2.158, 0.438], [-4.058, -1.402, -0.144], [-0.334, 2.240, 0.059], [0.369, 1.887, -1.425]],
  "total_charge": 1,
  "homo_lumo_gap_ev": [7.27, 8.39]
}

---

b.
{
  "formula": "C5H12NSe",
  "method": "ωB97M-V with the def2-TZVPD basis set",
  "species": ["C", "C", "C", "C", "C", "N", "Se", "H", "H", "H", "H", "H", "H", "H", "H", "H", "H", "H", "H"],
  "positions_angstrom": [[-1.430, 1.071, -0.152], [-0.012, 1.405, -0.341], [-1.559, -0.092, 0.907], [0.922, 0.298, -0.573], [3.276, -1.331, -0.523], [-2.895, -0.684, 0.769], [2.409, 0.180, 0.326], [-1.816, 2.039, 0.162], [-1.945, 0.767, -1.094], [0.243, 2.169, -1.032], [0.417, 1.913, 0.644], [-0.775, -0.889, 0.453], [-1.389, 0.393, 1.865], [0.730, -0.497, -1.297], [2.481, -2.033, -0.700], [3.918, -1.120, -1.370], [3.994, -1.586, 0.350], [-3.489, -0.732, -0.020], [-3.081, -1.271, 1.627]],
  "total_charge": 1,
  "homo_lumo_gap_ev": 6.40
}

---

Result of the stability comparison: a is the least stable of them.